{
  "formula": "C6H11N2",
  "method": "ωB97M-V/def2-TZVPD",
  "homo_ev": [-13.68, -14.06],
  "energy_ev": -9365.285,
  "charge": 1,
  "homo_lumo_gap_ev": [8.280, 8.785],
  "elements": ["C", "C", "C", "C", "C", "C", "N", "N", "H", "H", "H", "H", "H", "H", "H", "H", "H", "H", "H"],
  "xyz": [[2.037531, -1.683021, 2.267940], [1.058694, -1.835568, 1.487688], [0.739867, 0.229048, 0.704377], [0.467001, 0.627704, -1.593678], [-1.065791, 1.679072, 0.017817], [-1.194078, -0.778009, -0.567720], [3.045969, -1.584903, 2.837753], [-0.294178, 0.451470, -0.309502], [0.564835, -2.540842, 0.912675], [0.776490, 0.817165, 1.617365], [0.833476, 1.663311, -1.651161], [1.386619, -0.065486, -1.662857], [-0.104809, 0.179597, -2.493975], [-0.428744, 2.541335, -0.055933], [-1.936075, 1.874263, -0.699463], [-1.640159, 1.581519, 1.094791], [-1.749660, -0.637940, -1.583312], [-0.554261, -1.688189, -0.507821], [-1.942726, -0.830527, 0.185018]],
  "forces_ev_per_angstrom": [[3.283, -0.226, 2.102], [-4.075, 4.433, -4.026], [-0.199, -3.885, 1.821], [1.459, -1.572, -2.273], [-3.712, 0.205, 1.513], [-0.083, 0.141, -1.309], [1.113, 0.343, 1.124], [0.112, -1.106, -0.665], [-0.564, -1.295, -0.482], [-0.032, 0.355, -0.347], [-0.401, -0.468, -0.355], [-1.278, 1.076, 0.879], [0.424, 1.673, 1.471], [0.389, 0.209, 0.396], [1.382, -0.705, 0.604], [1.936, 0.134, -2.615], [1.307, -0.279, 1.851], [-0.599, 0.937, -0.534], [-0.461, 0.030, 0.846]]
}

{
  "formula": "C6H11N2",
  "method": "ωB97M-V/def2-TZVPD",
  "homo_ev": -14.19,
  "energy_ev": -9367.629,
  "charge": 1,
  "homo_lumo_gap_ev": 5.873,
  "elements": ["C", "C", "C", "C", "C", "N", "C", "N", "H", "H", "H", "H", "H", "H", "H", "H", "H", "H", "H"],
  "xyz": [[-2.086367, 0.792907, 0.651762], [-0.989462, 1.181165, -0.306199], [-0.416437, -0.098161, -0.955964], [0.149546, -1.097000, 0.000715], [-0.793111, -1.991491, 0.482163], [2.071433, 0.994941, -0.537296], [2.436524, -0.104012, 0.067912], [1.518088, -1.099327, 0.357451], [-2.346296, 1.594353, 1.394426], [-1.774471, -0.132591, 1.152217], [-3.007111, 0.512993, 0.099165], [-1.367715, 1.910007, -1.072216], [-0.174443, 1.658796, 0.203852], [-1.235436, -0.744598, -1.370969], [0.261030, 0.165535, -1.821037], [-0.517809, -2.862173, 1.064929], [2.890325, 1.589123, -0.704641], [3.491020, -0.326073, 0.368474], [1.890684, -1.944401, 0.925251]],
  "forces_ev_per_angstrom": [[-0.965, 0.163, 0.602], [-0.879, 0.364, -0.221], [0.627, -1.054, -2.257], [2.729, 0.990, -1.521], [1.425, 1.041, 2.498], [1.200, -2.381, 1.421], [0.776, 3.261, -1.226], [-2.677, -2.501, 1.364], [0.301, -0.782, -0.738], [-0.508, 0.743, 0.415], [0.396, 0.259, 0.305], [0.529, -0.953, 0.390], [0.367, 0.260, 0.199], [-0.214, 0.768, -0.002], [-0.561, -0.451, 1.215], [-0.369, -1.385, -1.075], [-0.190, -0.212, 0.093], [-1.035, -0.065, -0.157], [-0.950, 1.934, -1.306]]
}

{
  "formula": "C6H11N2",
  "method": "ωB97M-V/def2-TZVPD",
  "homo_ev": -12.47,
  "energy_ev": -9369.337,
  "charge": 1,
  "smiles": "CN1C[C@]2([NH3+])[C@@H]3[C@H]1[C@@H]32",
  "homo_lumo_gap_ev": 8.723,
  "elements": ["C", "C", "C", "C", "C", "C", "N", "N", "H", "H", "H", "H", "H", "H", "H", "H", "H", "H", "H"],
  "xyz": [[-1.048161, -0.576593, -0.465050], [0.151801, 0.291512, 1.664994], [1.126786, 0.681593, 0.598915], [-0.172898, 1.365211, 0.626022], [0.448000, -0.702830, 0.621081], [-1.029527, 1.444405, -1.729923], [-1.202083, 0.848903, -0.386145], [1.131730, -1.970531, 0.980738], [-0.949174, -0.962155, -1.430946], [-1.688083, -1.008732, 0.328436], [0.134126, 0.284533, 2.765929], [2.118681, 0.860000, 0.460374], [-0.217452, 2.317714, 0.969384], [-1.906730, 1.223291, -2.274798], [-1.051258, 2.599990, -1.671686], [-0.057286, 1.160296, -2.254489], [1.190844, -2.398967, 0.074148], [0.607822, -2.438744, 1.714957], [1.990854, -1.502235, 1.323629]],
  "forces_ev_per_angstrom": [[1.915, 0.768, 5.407], [0.084, 0.845, 0.369], [-2.047, -2.423, 0.085], [-0.984, -4.319, -1.013], [-3.407, 2.155, -2.228], [1.522, 2.325, 0.772], [1.497, 0.888, -0.148], [0.278, 3.061, 0.118], [-0.096, -0.863, -1.238], [-0.313, -0.472, -1.414], [0.053, 0.032, -0.781], [2.514, 0.886, -0.085], [-0.416, 2.816, 0.605], [-0.655, -0.585, -0.958], [0.210, -1.818, 0.179], [-1.209, 0.128, 0.519], [0.643, -1.239, -0.027], [0.163, -0.548, -0.160], [0.249, -1.635, 0.000]]
}

{
  "formula": "C6H11N2",
  "method": "ωB97M-V/def2-TZVPD",
  "homo_ev": -14.16,
  "energy_ev": -9370.521,
  "charge": 1,
  "smiles": "[H]/N=C/[C@H](C=[N+]=C)CC",
  "homo_lumo_gap_ev": 9.395,
  "elements": ["C", "C", "C", "C", "C", "C", "N", "N", "H", "H", "H", "H", "H", "H", "H", "H", "H", "H", "H"],
  "xyz": [[-0.897329, -1.105253, -0.790317], [0.273423, -0.194976, -0.736179], [-0.279851, 1.230315, -0.753632], [-2.738351, -0.394677, 0.704658], [2.608128, -0.190728, 0.388014], [1.149929, -0.332093, 0.606090], [-1.866352, -0.928994, 0.033498], [-1.154893, 1.585937, 0.036444], [-1.149831, -1.947422, -1.390551], [0.873485, -0.394354, -1.683881], [0.271308, 1.810110, -1.558679], [-2.856364, -0.373763, 1.707603], [3.079491, -1.242885, 0.207254], [3.246135, 0.136302, 1.274543], [2.847118, 0.603088, -0.451892], [0.640011, 0.475362, 1.279786], [1.031647, -1.297512, 1.130367], [-1.541422, 2.496083, -0.134082], [-3.536284, 0.065468, 0.130962]],
  "forces_ev_per_angstrom": [[-2.160, 0.005, 2.566], [0.912, -0.425, -0.754], [2.576, -0.086, -2.631], [-1.492, 0.843, -2.754], [3.322, 0.456, -0.964], [-2.282, 0.600, 1.411], [2.441, -0.908, -1.377], [-1.295, 0.449, 0.825], [1.059, -0.870, -0.828], [-0.533, 0.337, 1.372], [-1.115, 0.026, 0.889], [0.047, -0.670, 3.338], [-0.815, 1.991, -0.468], [-1.378, -0.131, -0.803], [-0.213, -1.854, 1.466], [1.280, -1.463, -0.915], [-0.583, 0.334, -0.429], [0.227, 0.820, 0.051], [0.002, 0.546, 0.008]]
}

{
  "formula": "C6H11N2O2S2",
  "method": "ωB97M-V/def2-TZVPD",
  "homo_ev": -13.10,
  "energy_ev": -35136.657,
  "charge": 1,
  "homo_lumo_gap_ev": 9.573,
  "elements": ["C", "C", "C", "C", "C", "C", "N", "N", "O", "O", "S", "S", "H", "H", "H", "H", "H", "H", "H", "H", "H", "H", "H"],
  "xyz": [[1.806109, 0.711104, -0.709842], [2.956967, 1.341124, -0.071478], [3.065389, 0.049637, 0.758251], [-2.254015, -0.006063, -0.841934], [-1.656411, 1.214478, -0.027075], [-1.219267, -1.102915, 0.874417], [1.882755, -0.440789, 0.116415], [-2.128756, -1.270670, -0.122134], [0.970006, 0.970878, -1.540736], [0.851961, -2.579595, -1.201604], [-0.915142, 0.456955, 1.476736], [0.851862, -1.842262, 0.262202], [3.831599, 1.671388, -0.750506], [2.513510, 2.235879, 0.446032], [3.970243, -0.538877, 0.775799], [2.813919, 0.256512, 1.782673], [-3.268996, 0.341930, -0.853862], [-1.836377, -0.174763, -1.828584], [-0.715090, 1.562096, -0.414425], [-2.341225, 2.021183, 0.280727], [-1.001388, -1.918127, 1.574809], [-2.340914, -2.142442, -0.600002], [0.464024, -2.158110, -1.942458]],
  "forces_ev_per_angstrom": [[-2.582, -1.400, -1.414], [1.715, 1.717, -0.586], [0.958, 0.616, 2.328], [-0.592, 1.530, 0.153], [1.164, -1.185, 0.410], [-0.786, -2.116, 0.395], [-1.837, -1.606, -1.701], [1.378, 1.609, 1.534], [0.601, -0.089, 0.335], [1.194, -1.168, 2.161], [-0.884, -0.050, 0.346], [2.487, 1.650, -1.913], [-1.491, -0.668, 1.144], [0.913, -0.750, -0.084], [0.190, -0.209, -0.665], [0.233, 0.131, 0.718], [-0.880, -0.711, -0.801], [0.064, 0.740, -0.188], [-0.429, 0.720, -1.093], [0.153, -0.619, -0.418], [-0.904, 0.316, -0.130], [0.198, 0.168, 0.484], [-0.861, 1.373, -1.017]]
}

{
  "formula": "C6H11N2O2Si",
  "method": "ωB97M-V/def2-TZVPD",
  "homo_ev": [-3.36, -3.84],
  "energy_ev": -21350.693,
  "charge": -1,
  "homo_lumo_gap_ev": [6.929, 7.394],
  "elements": ["C", "C", "C", "C", "C", "C", "N", "N", "O", "O", "Si", "H", "H", "H", "H", "H", "H", "H", "H", "H", "H", "H"],
  "xyz": [[-0.045852, -0.729175, 0.364368], [0.424603, 0.130602, 1.418981], [1.351341, 0.771881, -0.538371], [0.226783, -0.603771, -2.153154], [1.990236, 2.076463, 1.452568], [-2.426760, -0.092123, 0.404866], [0.438905, -0.183347, -0.832438], [1.458471, 0.897051, 0.826179], [0.359671, 0.090772, 2.646083], [1.892543, 1.482372, -1.389309], [-1.807760, -1.911818, 0.102862], [-0.215961, -1.548406, -2.201681], [-0.487072, 0.073862, -2.653947], [1.187094, -0.617599, -2.709088], [2.402276, 1.661868, 2.370097], [2.883489, 2.375973, 0.875352], [1.283148, 2.908512, 1.390130], [-2.756380, 0.323154, 1.390796], [-2.287250, 0.708438, -0.275904], [-3.264925, -2.360500, -0.559686], [-1.544489, -2.970794, 1.094629], [-1.062111, -2.483416, -1.023328]],
  "forces_ev_per_angstrom": [[-2.955, -0.724, -0.210], [1.984, -0.937, 0.755], [0.279, 1.895, -1.278], [0.521, 1.192, -1.922], [1.537, -0.748, -1.116], [0.817, -1.176, 1.562], [0.742, -0.233, 2.538], [-0.812, 0.380, -1.154], [-0.955, 0.071, -0.037], [0.439, -0.196, 0.375], [-1.046, 0.938, -0.651], [-0.363, -1.325, 0.119], [0.395, -0.012, -0.083], [-0.584, 0.196, 0.234], [-0.626, 1.043, 0.740], [-0.431, -0.032, 0.018], [0.075, -0.115, 0.885], [0.471, -0.622, -0.640], [0.129, 0.548, -0.973], [0.789, -0.106, 0.687], [-0.300, 0.234, 0.579], [-0.104, -0.270, -0.430]]
}